No. 1
Computed, not measured: a cluster of 10 separate species, C12H44O10 in total, with ωB97M-V/def2-TZVPD.

Its energy relative to the best compared isomer or geometry (same formula, charge and spin) is 4.862 eV. The calculation puts the HOMO energy at -9.959 eV. The spin multiplicity is 1. For the calculated total energy, the calculation gives -1235.831695 a.u. As for the LUMO energy: -0.39 eV. As for the total charge: 0.

Element x y z (Å)
C1 2.3564 -1.8766 1.0601
C2 2.8086 -0.5531 1.7341
O1 4.1904 -0.4198 1.8394
H1 1.8321 -2.4621 1.8155
H2 3.2725 -2.3908 0.7695
H3 1.6388 -1.7087 0.2571
H4 2.5155 -0.4832 2.7816
H5 2.3126 0.3592 1.4028
H6 4.5453 -0.3175 0.9533
C3 2.6875 1.9268 -0.5875
C4 2.9308 3.4130 -0.8775
O2 4.2033 3.5859 -1.2549
H7 3.1115 1.2143 -1.2950
H8 1.6217 1.7704 -0.4207
H9 3.2095 1.7048 0.3433
H10 2.6297 4.0028 -0.0117
H11 2.4605 3.6698 -1.8266
H12 4.4240 3.5672 -2.1890
C5 -0.9181 2.7031 2.0253
C6 -1.5501 3.6202 0.9447
O3 -2.9326 3.5245 0.8014
H13 -1.3988 2.7378 3.0030
H14 0.1096 2.9942 2.2425
H15 -1.0380 1.6545 1.7529
H16 -0.9848 3.2976 0.0704
H17 -1.2389 4.6359 1.1888
H18 -3.0298 3.6911 -0.1390
C7 -3.4274 -0.4258 -4.4512
C8 -3.1601 0.5928 -3.3283
O4 -4.3222 1.0445 -2.7515
H19 -4.4152 -0.3594 -4.9072
H20 -3.4340 -1.3646 -3.8975
H21 -2.6690 -0.4340 -5.2341
H22 -2.4920 1.3905 -3.6531
H23 -2.6020 0.1782 -2.4888
H24 -4.1580 1.1120 -1.8081
C9 -1.1617 -0.9669 2.8724
C10 -0.4563 -0.2487 4.0513
O5 -1.5117 0.2026 4.8280
H25 -0.4998 -1.2437 2.0518
H26 -1.9614 -0.3937 2.4032
H27 -1.6550 -1.9018 3.1380
H28 0.1137 0.6258 3.7373
H29 0.0703 -0.8761 4.7704
H30 -1.9562 -0.6248 5.0264
C11 -1.0654 -4.1246 0.7370
C12 0.0870 -5.1135 0.5263
O6 0.1680 -5.9458 1.7014
H31 -1.1773 -3.9740 1.8107
H32 -1.9547 -4.6188 0.3457
H33 -0.7584 -3.2333 0.1898
H34 1.0321 -4.5897 0.3832
H35 -0.1176 -5.7951 -0.2994
H36 0.1482 -6.8107 1.2853
O7 -0.7813 0.1298 -0.3535
H37 -0.1957 0.3628 -1.0739
H38 -0.4826 -0.7347 -0.0714
O8 0.0330 3.8695 -2.1004
H39 -0.8648 3.9167 -1.7720
H40 0.1495 2.9527 -2.3497
O9 0.7335 -2.6898 -1.9267
H41 0.4448 -3.2383 -2.6560
H42 1.6857 -2.6525 -2.0167
O10 0.7497 0.8296 -2.7210
H43 0.4750 0.1860 -3.3741
H44 1.6203 1.1058 -3.0075



No. 2
Computed, not measured: a structure of composition C4H4O5Sr, with ωB97M-V/def2-TZVPD.

Its energy relative to the best compared isomer or geometry (same formula, charge and spin) is 1.081 eV. The calculation puts the HOMO energy at -7.314 eV. The spin multiplicity is 1. For the calculated total energy, the calculation gives -561.732585 a.u. As for the LUMO energy: -1.26 eV. As for the total charge: 0.

Element x y z (Å)
O1 2.3989 -1.0703 -2.5412
C1 1.6878 -0.3623 -1.8276
O2 1.9319 0.8578 -1.5146
O3 0.4963 -0.8779 -1.4493
C2 -0.6609 -0.0417 -1.0979
H1 -1.2610 0.0118 -2.0221
C3 -1.4687 -0.8165 -0.0688
H2 -1.3798 -1.9107 -0.1960
H3 -1.1739 -0.5771 0.9643
H4 -2.5346 -0.5627 -0.1768
C4 0.5190 1.0845 3.5036
O4 0.1054 2.0403 2.9910
O5 0.9602 0.1449 4.0173
Sr1 0.3794 2.0801 -0.5820



No. 3
Computed, not measured: a structure of composition C15H20CrN2S4Si, with ωB97M-V/def2-TZVPD.

Its energy relative to the best compared isomer or geometry (same formula, charge and spin) is 0.003 eV. The calculation puts the HOMO energy (spin up / spin down) at -4.094 / -4.128 eV. The spin multiplicity is 2. For the calculated total energy, the calculation gives -3619.983041 a.u. As for the LUMO energy (spin up / spin down): 2.83 / 2.83 eV. As for the total charge: -1.

Element x y z (Å)
Cr1 0.8865 -0.5569 -0.9068
C1 0.0959 -3.3638 1.4546
C2 -0.8567 -2.2208 1.2945
C3 -2.0299 -2.1088 2.0320
C4 -2.8227 -0.9811 1.8461
C5 -2.4681 0.0042 0.9482
C6 -1.2861 -0.1779 0.2139
N1 -0.5363 -1.2749 0.4197
N2 -0.6756 0.6268 -0.7200
Si1 -1.3999 1.8075 -1.7741
C7 -0.7583 1.6456 -3.4914
C8 -1.0104 3.5091 -1.1402
C9 -3.2574 1.6189 -1.8284
H1 -0.3062 -4.1122 2.1372
H2 1.0467 -2.9964 1.8461
H3 0.3089 -3.8232 0.4888
H4 -2.2979 -2.8798 2.7412
H5 -3.7336 -0.8659 2.4232
H6 -3.0646 0.8941 0.8145
H7 0.3070 1.8835 -3.5302
H8 -1.3016 2.3123 -4.1689
H9 -0.8614 0.6176 -3.8486
H10 0.0738 3.6406 -1.0772
H11 -1.4303 3.6675 -0.1422
H12 -1.4124 4.2772 -1.8098
H13 -3.5413 0.5820 -2.0316
H14 -3.6356 2.2402 -2.6471
H15 -3.7605 1.9365 -0.9129
S1 2.5002 0.4596 -2.2193
S2 2.2848 -0.5325 -4.0345
S3 2.3509 -2.4622 -3.3911
S4 0.7422 -2.5128 -2.0602
C10 3.5513 0.0555 3.0617
C11 2.5190 0.9420 2.7848
C12 1.7345 0.7797 1.6458
C13 1.9656 -0.2689 0.7509
C14 3.0186 -1.1500 1.0408
C15 3.7980 -0.9932 2.1829
H16 4.1604 0.1840 3.9487
H17 2.3191 1.7677 3.4597
H18 0.9297 1.4825 1.4554
H19 3.2469 -1.9651 0.3614
H20 4.6070 -1.6882 2.3825



No. 4
Computed, not measured: a structure of composition C6H8BrIO2, with ωB97M-V/def2-TZVPD.

The calculation puts the HOMO energy at -8.870 eV. The spin multiplicity is 1. For the calculated total energy, the calculation gives -3255.550280 a.u. As for the LUMO energy: 0.36 eV. As for the total charge: 0.

Element x y z (Å)
C1 1.2405 -1.0281 -0.0042
C2 1.4496 0.2649 0.1164
C3 -0.0551 -1.7585 -0.1042
C4 -1.1299 -0.7185 -0.4076
C5 0.2627 1.2161 0.0164
C6 -0.9759 0.5440 0.4279
O1 0.3590 1.6810 -1.4428
O2 -0.9031 0.3497 1.7766
Br1 2.8768 -2.0623 -0.0402
I1 3.2933 1.1663 0.1490
H1 -0.1294 -2.4414 -0.8495
H2 -0.1758 -2.2933 0.8152
H3 -1.2041 -0.4279 -1.5375
H4 -2.1279 -1.2305 -0.1705
H5 0.5799 2.1032 0.4746
H6 -1.9410 1.0948 0.2603
H7 -0.4007 2.2894 -1.5709
H8 -1.0189 1.2510 2.0910



No. 5
Computed, not measured: a structure of composition C6H10O2, with ωB97M-V/def2-TZVPD.

Its energy relative to the best compared isomer or geometry (same formula, charge and spin) is 7.386 eV. The calculation puts the HOMO energy at -8.730 eV. The spin multiplicity is 1. For the calculated total energy, the calculation gives -384.830959 a.u. As for the LUMO energy: 0.88 eV. As for the total charge: 0.

Element x y z (Å)
C1 0.8434 0.4641 1.4225
C2 0.7900 0.4259 -0.0588
C3 -0.3938 1.3020 -0.7726
C4 -1.6348 -0.6197 0.3071
C5 0.2217 -0.7773 -0.7262
C6 1.7717 -0.4816 -0.7548
H1 0.1436 1.2248 1.8016
H2 0.1726 -0.6699 1.8776
H3 1.9671 0.4819 1.6777
H4 -0.4965 1.3688 -1.9245
H5 -0.6364 2.3802 -0.3634
H6 -1.9144 -0.5668 1.4406
H7 -2.6373 -0.9555 -0.0604
H8 -0.2012 -0.6111 -1.7852
H9 1.9915 -0.4363 -1.7073
H10 2.1445 -1.4455 0.0034
O1 -1.5588 0.5177 -0.3437
O2 -0.5728 -1.6017 -0.0337



No. 6
Computed, not measured: the molecule C3H7NO2, with ωB97M-V/def2-TZVPD.

Its energy relative to the best compared isomer or geometry (same formula, charge and spin) is 0.997 eV. The calculation puts the HOMO energy at -9.875 eV. The spin multiplicity is 1. For the calculated total energy, the calculation gives -323.744310 a.u. As for the LUMO energy: 0.88 eV. As for the total charge: 0.

Element x y z (Å)
C1 1.8334 0.9263 0.0979
O1 0.4706 0.6354 0.2971
C2 0.1387 -0.6631 -0.1335
C3 -1.3340 -0.9290 0.1483
N1 -2.1490 0.1195 -0.1500
O2 -1.7280 -2.0112 0.5401
H1 2.0812 0.9736 -0.9734
H2 2.4746 0.1681 0.5715
H3 2.0309 1.8974 0.5573
H4 0.7246 -1.4308 0.3881
H5 0.3153 -0.7704 -1.2176
H6 -3.1156 0.0477 0.1303
H7 -1.7427 1.0363 -0.2562



Which of these has the lowest total charge? C15H20CrN2S4Si